{"formula": "C4H7NO2", "method": "ωB97M-V/def2-TZVPD", "species": ["C", "C", "C", "C", "N", "O", "O", "H", "H", "H", "H", "H", "H", "H"], "coordinates": [[0.3825, 0.3879, -0.1226], [1.7236, 0.2116, -0.4746], [-0.4555, 1.5706, 0.0712], [-1.4017, -1.4237, -0.1580], [-0.0362, -0.8155, 0.1376], [1.0438, -1.5987, -0.1502], [2.8538, 0.3553, 0.1016], [-1.3798, 1.3123, -0.4368], [-0.6402, 1.7472, 1.1656], [0.0100, 2.3998, -0.4874], [-1.9239, -0.7010, -0.8792], [-1.1390, -2.3337, -0.6066], [-2.0135, -1.5539, 0.8034], [2.9761, 0.4419, 1.0360]], "mulliken_charge": [0.47, -0.07, -1.05, -0.77, 0.35, -0.61, -0.35, 0.30, 0.25, 0.33, 0.26, 0.36, 0.22, 0.31], "energy_ha": -361.6464, "e_homo_ev": -7.85, "max_force_ev_per_a": 3.29, "lumo_energy_ev": 0.6, "homo_lumo_gap_ev": 8.4}

{"formula": "C26H26BHfN9O2", "method": "ωB97M-V/def2-TZVPD", "species": ["Hf", "C", "C", "C", "C", "N", "N", "B", "N", "C", "C", "C", "C", "N", "N", "C", "C", "C", "C", "N", "N", "C", "C", "C", "C", "N", "H", "H", "H", "H", "H", "H", "H", "H", "H", "H", "H", "H", "H", "H", "H", "H", "H", "H", "H", "H", "O", "C", "O", "C", "C", "C", "C", "C", "C", "C", "C", "C", "N", "H", "H", "H", "H", "H", "H"], "coordinates": [[-0.2400, 0.7732, -0.2557], [2.8647, 2.5395, -1.4212], [2.7896, 1.0609, -1.2869], [3.5326, 0.0758, -1.9326], [3.0249, -1.1223, -1.4828], [2.0523, -0.8893, -0.5808], [1.9051, 0.4798, -0.4574], [1.1354, -1.9138, 0.1581], [-0.1917, -2.1255, -0.6110], [-0.6296, -3.0338, -1.4972], [-1.8982, -2.6916, -1.9203], [-2.2023, -1.5027, -1.2724], [-3.4255, -0.6594, -1.3599], [-1.1761, -1.1622, -0.4639], [0.8143, -1.3880, 1.5640], [0.9276, -2.0211, 2.7469], [0.5449, -1.1646, 3.7489], [0.1780, 0.0189, 3.1100], [-0.2882, 1.2726, 3.7676], [0.3226, -0.1228, 1.7782], [1.9631, -3.2223, 0.3179], [3.2651, -3.2813, 0.8810], [3.6385, -4.5795, 0.9365], [2.5411, -5.2980, 0.4027], [2.3411, -6.7250, 0.1991], [1.5253, -4.3966, 0.0390], [2.9965, 2.8202, -2.4647], [3.7178, 2.9297, -0.8641], [1.9656, 3.0271, -1.0352], [4.3291, 0.2196, -2.6428], [3.3117, -2.1269, -1.7532], [-0.0315, -3.8885, -1.7594], [-2.5205, -3.2371, -2.6091], [-3.7351, -0.5423, -2.3975], [-3.2705, 0.3294, -0.9202], [-4.2488, -1.1318, -0.8223], [1.2740, -3.0395, 2.8137], [0.5380, -1.3582, 4.8078], [0.0529, 1.2842, 4.8004], [-1.3789, 1.3214, 3.7939], [0.1089, 2.1622, 3.2787], [3.7732, -2.3773, 1.1805], [4.5661, -4.9848, 1.3051], [3.1794, -7.3171, 0.5529], [2.1700, -6.9240, -0.8677], [1.4143, -7.0433, 0.6934], [-0.8433, 1.6765, -4.2096], [-0.8116, 1.7006, -3.0252], [-0.1542, 0.8259, -2.2403], [-1.5213, 2.7339, -2.1785], [-2.2061, 3.8015, -2.7310], [-2.8218, 4.6979, -1.8824], [-2.7722, 4.5052, -0.4879], [-3.3955, 5.3767, 0.4387], [-3.3284, 5.1233, 1.7794], [-2.6483, 3.9832, 2.2581], [-2.0362, 3.1257, 1.3840], [-2.0743, 3.3785, 0.0053], [-1.4345, 2.5170, -0.8549], [-2.2314, 3.9043, -3.8072], [-3.3545, 5.5520, -2.2832], [-3.9274, 6.2422, 0.0649], [-3.8047, 5.7895, 2.4851], [-2.6221, 3.7918, 3.3230], [-1.5393, 2.2307, 1.7640]], "mulliken_spin": [0.00, 0.00, 0.00, 0.00, 0.00, 0.01, 0.00, -0.05, 0.00, 0.00, 0.00, 0.00, 0.00, 0.00, 0.00, 0.00, 0.00, 0.00, 0.00, 0.00, 0.27, 0.09, 0.04, 0.24, 0.00, 0.33, 0.00, 0.00, 0.00, 0.00, -0.01, 0.00, 0.00, 0.00, 0.00, 0.00, 0.00, 0.00, 0.00, 0.00, 0.00, -0.01, 0.00, 0.00, 0.05, 0.04, 0.00, 0.00, 0.00, 0.00, 0.00, 0.00, 0.00, 0.00, 0.00, 0.00, 0.00, 0.00, 0.00, 0.00, 0.00, 0.00, 0.00, 0.00, 0.00], "energy_ha": -1721.8023, "charge": 3, "e_homo_ev": [-17.29, -17.29], "max_force_ev_per_a": 0.46, "s2": 0.756, "lumo_energy_ev": [-9.4, -11.9], "spin_multiplicity": 2, "homo_lumo_gap_ev": [7.9, 5.4]}

{"formula": "C22H57N7O10", "method": "ωB97M-V/def2-TZVPD", "species": ["C", "C", "O", "N", "H", "H", "C", "H", "H", "H", "H", "H", "H", "C", "C", "O", "N", "H", "H", "C", "H", "H", "H", "H", "H", "H", "C", "C", "O", "N", "H", "H", "C", "H", "H", "H", "H", "H", "H", "C", "C", "O", "N", "H", "H", "C", "H", "H", "H", "H", "H", "H", "C", "C", "O", "N", "H", "H", "C", "H", "H", "H", "H", "H", "H", "C", "C", "O", "N", "H", "H", "C", "H", "H", "H", "H", "H", "H", "C", "C", "O", "N", "H", "H", "C", "H", "H", "H", "H", "H", "H", "O", "C", "O", "O", "H"], "coordinates": [[17.3950, -9.2261, -6.0237], [16.7758, -10.4647, -6.6699], [17.0781, -11.5912, -6.3755], [15.5975, -10.1890, -7.5396], [14.7857, -10.2710, -6.9444], [15.7458, -9.2136, -7.7558], [15.2765, -11.2869, -8.6060], [17.6548, -8.5701, -6.8545], [18.2584, -9.4759, -5.4071], [16.5963, -8.9307, -5.3433], [15.9038, -12.1765, -8.5495], [15.3357, -10.8900, -9.6195], [14.2283, -11.5801, -8.5491], [21.2165, -3.1601, -3.8325], [21.1499, -4.2415, -2.7537], [20.1655, -4.9471, -2.6504], [22.3326, -4.4108, -1.7525], [22.2272, -5.3839, -1.5035], [23.1011, -4.3729, -2.4068], [22.4138, -3.4583, -0.5693], [21.5422, -2.1236, -3.7445], [20.3022, -3.2085, -4.4239], [22.0615, -3.5972, -4.3645], [23.3625, -3.6550, -0.0699], [21.6426, -3.5688, 0.1930], [22.3429, -2.4031, -0.8331], [24.6339, -8.0749, -8.1034], [25.3379, -8.0771, -6.7773], [26.3757, -8.5938, -6.5277], [24.5119, -7.6227, -5.5367], [23.5058, -7.7053, -5.5063], [24.5713, -8.4652, -4.9829], [24.9952, -6.2065, -5.0022], [23.8076, -8.7837, -8.1578], [25.3471, -8.0910, -8.9276], [24.2041, -7.0753, -8.1673], [24.5000, -5.3386, -5.4377], [26.0582, -5.9823, -5.0901], [24.7685, -6.1619, -3.9369], [23.6588, -2.7413, -9.7366], [22.3848, -2.4664, -8.8488], [22.4581, -1.6691, -7.8884], [21.1269, -3.3081, -9.0829], [20.3721, -2.9571, -8.5109], [20.8445, -3.1078, -10.0317], [21.4681, -4.7970, -8.8825], [23.4939, -2.2661, -10.7036], [23.8602, -3.7896, -9.9572], [24.5496, -2.2910, -9.2987], [21.1515, -5.0922, -7.8822], [22.5085, -5.0525, -9.0833], [20.8123, -5.2485, -9.6270], [21.3663, -11.1036, -4.6436], [21.6038, -12.5450, -5.0895], [20.7155, -13.3659, -5.2529], [23.0704, -12.9485, -5.4683], [23.3889, -12.2696, -6.1449], [23.7482, -12.8156, -4.7314], [23.2497, -14.3785, -6.1689], [22.0045, -10.7533, -3.8324], [20.3594, -11.0059, -4.2378], [21.2931, -10.4582, -5.5189], [24.3058, -14.5534, -6.3744], [22.7154, -14.4393, -7.1170], [22.7921, -15.0728, -5.4642], [15.2790, -1.9672, -3.2920], [16.5073, -2.7628, -3.6448], [17.5520, -2.2215, -3.9778], [16.3042, -4.2519, -3.6579], [16.2539, -4.6305, -2.7229], [15.3845, -4.5018, -3.9920], [17.3215, -5.0855, -4.5945], [14.7032, -1.6154, -4.1481], [15.5675, -1.1043, -2.6917], [14.5712, -2.4984, -2.6557], [17.1198, -5.1343, -5.6645], [17.3598, -6.1115, -4.2285], [18.3202, -4.6855, -4.4192], [20.5615, -9.6785, -8.3045], [21.1462, -9.3673, -9.6588], [21.9800, -8.4704, -9.9335], [20.9204, -10.4385, -10.8019], [21.5244, -11.2239, -10.6058], [20.0875, -11.0027, -10.7135], [20.8944, -9.9367, -12.2858], [20.7178, -8.8131, -7.6605], [21.0801, -10.5808, -7.9805], [19.4767, -9.7845, -8.3151], [21.9209, -9.7454, -12.5986], [20.2355, -9.0786, -12.4182], [20.5350, -10.7157, -12.9583], [19.8625, -7.0243, -5.6940], [21.0809, -7.0543, -5.3469], [21.7909, -6.0698, -5.7375], [21.6411, -7.9260, -4.6895], [20.0665, -6.1473, -6.0269]], "mulliken_spin": [0.01, 0.00, 0.00, 0.00, 0.00, 0.00, 0.00, 0.00, 0.00, 0.00, 0.00, 0.00, 0.00, 0.00, 0.00, 0.00, 0.00, 0.00, 0.00, 0.00, 0.00, 0.00, 0.00, 0.00, 0.00, 0.00, -0.02, 0.00, 0.00, 0.00, 0.00, 0.00, 0.00, 0.01, 0.00, 0.00, 0.00, 0.00, 0.00, 0.00, 0.00, 0.00, 0.00, 0.00, 0.00, 0.00, 0.00, 0.00, 0.00, 0.00, 0.00, 0.00, -0.01, -0.01, 0.00, 0.00, 0.00, 0.00, 0.00, 0.00, 0.00, 0.02, 0.00, 0.00, 0.00, 0.00, 0.00, 0.00, 0.00, 0.00, 0.00, 0.00, 0.00, 0.00, 0.00, 0.00, 0.00, 0.00, -0.14, 0.79, 0.24, -0.03, 0.02, 0.01, 0.01, -0.03, 0.13, 0.00, 0.00, 0.00, 0.00, -0.01, 0.00, 0.00, 0.00, 0.00], "energy_ha": -2006.0028, "charge": 5, "e_homo_ev": [-14.85, -19.11], "max_force_ev_per_a": 7.35, "s2": 0.754, "lumo_energy_ev": [-10.9, -10.9], "spin_multiplicity": 2, "homo_lumo_gap_ev": [4.0, 8.2]}

{"formula": "C11H9F3O", "method": "ωB97M-V/def2-TZVPD", "species": ["C", "C", "C", "C", "C", "C", "C", "C", "C", "C", "C", "O", "F", "F", "F", "H", "H", "H", "H", "H", "H", "H", "H", "H"], "coordinates": [[-1.0370, 1.6531, 0.1400], [0.1412, 1.6443, -0.4620], [2.6977, 0.3723, 0.9970], [2.2060, 0.9691, -0.0613], [1.9709, -0.6429, 1.6788], [0.9828, 0.5112, -0.7457], [0.8416, -1.1477, 1.1509], [0.2381, -0.7718, -0.0734], [-1.4583, -0.9718, -1.9348], [-2.0613, 1.0141, 0.6704], [-0.8419, -1.2915, -0.6363], [-2.1589, 0.5329, 1.8536], [0.7223, 2.8477, -0.9640], [-3.2525, 0.8396, -0.0225], [-1.4047, -2.3773, 0.0037], [3.6073, 0.6458, 1.4763], [2.5936, 1.7123, -0.6225], [2.4345, -1.1009, 2.4346], [1.1453, 0.3357, -1.8364], [0.2889, -1.9782, 1.6988], [-0.5925, -0.6969, -2.5268], [-1.9394, -1.8670, -2.2876], [-2.1648, -0.1958, -1.7752], [-2.9589, -0.0365, 1.8444]], "mulliken_charge": [-0.02, 0.45, -0.31, -1.25, -0.79, 0.60, -0.43, -0.04, -1.23, 0.09, 0.94, -0.41, -0.37, -0.28, -0.38, 0.40, 0.61, 0.53, 0.27, 0.26, 0.31, 0.42, 0.28, 0.37], "energy_ha": -799.2333, "smiles": "C/C(F)=C1/C=CC=C[C@@H]1C(F)=C=C(O)F", "e_homo_ev": -8.00, "max_force_ev_per_a": 4.18, "lumo_energy_ev": 0.2, "homo_lumo_gap_ev": 8.2}